(1)
16
Properties=species:S:1:pos:R:3:forces:R:3:mulliken_charge:R:1 method="wB97M-V/def2-TZVPD" gap_ev=8.56 fmax_ha_per_bohr=0.08358 lumo_ha=0.0342 total_charge=0 homo_ev=-7.63 total_energy_ev=-7287.035
H -1.132638 -0.574447 -1.957491 0.5547 -0.2339 -0.4165 0.22
N -0.940527 -1.454218 -1.475528 -0.8518 0.5657 1.4211 -0.73
C -0.172714 -1.287764 -0.457674 3.4738 0.3725 -2.5029 0.00
C 1.407523 -0.366289 -0.496428 -3.0164 -1.6790 0.0231 -0.61
C 1.122823 0.230711 0.826495 -2.5956 0.1020 1.3862 -0.50
N -0.479689 0.149715 0.886848 1.5387 0.0416 -0.9534 -0.29
C -1.177213 1.216846 0.179240 -0.0982 -0.0884 0.6133 -1.03
H 0.065066 -2.157580 0.158797 -0.3908 0.1441 0.3155 0.35
H 1.409796 0.340957 -1.323280 0.1834 -0.2179 -0.0497 0.27
H 2.189105 -1.121835 -0.496153 0.1617 0.2885 -0.3040 0.34
H 1.405266 1.277243 0.949718 0.0192 -0.1211 0.2957 0.31
H 1.456752 -0.394784 1.657197 0.1635 0.3077 -0.0629 0.34
H -1.052700 -0.341960 1.573661 0.8452 0.5900 0.2503 0.30
H -2.050752 0.817522 -0.339509 -0.0546 -0.1027 0.0158 0.41
H -0.543260 1.687597 -0.574330 0.1327 -0.1573 0.1508 0.31
H -1.506840 1.978286 0.888438 -0.0656 0.1880 -0.1823 0.32

=====

(2)
33
Properties=species:S:1:pos:R:3:forces:R:3:mulliken_charge:R:1 method="wB97M-V/def2-TZVPD" gap_ev=8.61 fmax_ha_per_bohr=0.15992 lumo_ha=-0.0135 total_charge=0 homo_ev=-8.97 total_energy_ev=-22056.568
Li 2.886000 19.830000 32.549000 -0.3089 0.3370 -0.0265 0.77
C 3.368000 21.442000 34.191000 -3.2774 3.9748 -0.8414 -0.60
O 2.371000 21.691000 33.067000 2.9210 -1.3482 1.8825 -0.80
H 4.016000 22.385000 34.309000 -0.2074 -1.4630 -0.3516 0.01
H 3.928000 20.549000 34.030000 0.5778 -0.8340 0.5348 0.11
H 2.732000 21.562000 35.116000 1.1046 -1.0776 -0.4424 0.41
O 1.002000 19.445000 34.046000 -1.4388 -5.9594 -1.9235 -0.64
H 0.367000 19.198000 33.292000 1.3683 1.2343 1.9046 0.33
H 1.119000 20.331000 34.137000 0.1819 4.6088 -0.2955 0.30
O 4.452000 19.967000 31.320000 -3.3353 -4.4523 -2.3185 -0.48
H 4.937000 20.659000 31.529000 4.1501 5.2466 3.1902 0.28
H 4.456000 20.232000 30.399000 -0.9242 -0.8723 -1.0245 0.37
O 3.936000 23.898000 31.741000 -0.0730 -2.3068 1.4153 -0.59
H 3.700000 23.041000 32.244000 -0.7449 1.4066 -1.4115 0.28
H 4.704000 24.096000 32.276000 0.5603 0.8085 -0.1471 0.32
O 0.437000 22.188000 31.425000 -6.2661 1.3949 -5.1392 -0.62
H 1.115000 22.016000 31.928000 5.9975 -1.3339 4.6848 0.42
H -0.351000 21.878000 31.867000 -0.0782 0.0559 0.1772 0.29
O 6.201000 21.470000 32.786000 3.2568 -0.5362 -1.7815 -0.63
H 5.598000 21.660000 33.417000 -4.7446 0.7890 2.6560 0.05
H 6.892000 21.719000 33.403000 1.6530 -0.1310 -0.7011 0.35
O 6.060000 18.918000 35.234000 0.5833 0.8409 -2.8343 -0.62
H 6.915000 18.884000 34.736000 -0.3521 -0.3237 1.2515 0.34
H 5.578000 19.261000 34.426000 -0.1814 -0.5761 1.5312 0.33
O 2.007000 24.104000 34.651000 -0.6412 -1.6449 -1.5858 -0.65
H 2.923000 24.102000 34.898000 0.6885 0.4318 0.5440 0.33
H 2.013000 23.364000 33.952000 -0.4666 1.3252 0.9577 0.35
O 3.678000 17.955000 33.276000 -4.2632 3.6728 3.3622 -0.48
H 4.120000 17.239000 33.016000 3.1141 -4.3564 -2.0347 0.21
H 3.119000 17.595000 34.035000 0.8998 1.0536 -1.3221 0.30
O 4.432000 24.230000 36.116000 -0.2651 0.1339 -0.2525 -0.62
H 5.358000 24.138000 35.917000 0.5278 0.0009 0.0808 0.28
H 4.310000 23.946000 37.021000 -0.0166 -0.0999 0.2607 0.30

=====

(3)
50
Properties=species:S:1:pos:R:3:forces:R:3:mulliken_charge:R:1 method="wB97M-V/def2-TZVPD" gap_ev=5.95 fmax_ha_per_bohr=0.05734 lumo_ha=-0.0220 total_charge=0 homo_ev=-6.55 total_energy_ev=-28834.376
I -3.023133 -0.314946 -4.799641 -0.2775 0.2635 0.1376 -0.36
B -1.344551 -1.374494 -5.915728 0.8868 -0.7366 -0.0963 0.15
C -0.325098 -1.977304 -4.786325 -2.0755 1.1132 -1.7742 0.09
C 0.984733 -1.601505 -4.805870 0.7871 -0.1208 0.5131 -0.39
C 1.805165 -2.112812 -3.812464 0.4908 0.7612 -0.8184 -0.37
C 1.250958 -2.952190 -2.901384 0.8354 -0.9140 1.4043 -0.32
N -0.011978 -3.353732 -2.865757 -0.5567 -0.0168 0.0190 -0.69
C -0.793426 -2.839735 -3.814833 0.5852 -0.5035 0.4890 -0.27
H -0.773315 -0.590031 -6.630754 -0.1024 0.2691 0.1130 -0.21
H -1.819717 -2.260312 -6.584594 -0.2993 0.0322 0.1415 -0.16
H 1.361926 -0.925480 -5.557491 -0.0151 0.0918 -0.1356 0.40
H 2.855758 -1.861550 -3.772515 0.1328 -0.0359 0.1204 0.42
H 1.910380 -3.349177 -2.126617 -0.1657 -0.1194 0.0379 0.39
H -1.834911 -3.128075 -3.813424 -0.1194 -0.0530 0.0695 0.39
C -2.640445 2.211742 2.617336 0.0507 -0.0250 -0.1179 -1.42
C -2.292482 1.246173 1.486564 -0.0358 0.1396 0.1272 -0.27
C -1.660339 -0.058655 1.966222 -0.1689 -0.0269 -0.2578 -0.78
C -0.348828 -0.005797 2.732307 -0.3785 -0.0779 0.0687 -0.89
N 0.878937 0.464124 1.993649 0.8393 -0.2286 0.3526 0.40
C 0.997175 1.965753 1.908144 -0.1778 0.1263 0.0374 -0.68
C 1.377093 2.425588 3.307150 -0.0880 0.0174 0.1361 -0.69
C 2.182043 1.264393 3.907119 -0.0784 -0.0852 0.2681 -0.64
C 2.078480 0.136517 2.884842 -0.0086 0.1587 0.0697 -0.69
C 1.076459 -0.250549 0.667038 0.0302 0.3845 -0.2412 -0.83
C 0.466999 0.416778 -0.574062 -0.1352 -0.3715 -0.4334 -0.36
C -0.596165 -0.424949 -1.279188 -0.2161 0.1733 0.1401 -1.41
H -1.761249 2.499097 3.200536 -0.0293 0.0218 0.0313 0.20
H -3.076575 3.124748 2.213230 -0.0078 0.0124 0.0461 0.40
H -3.368150 1.767298 3.298042 0.0365 0.0031 0.0403 0.40
H -1.662248 1.747294 0.750331 -0.0361 -0.0585 -0.0492 0.10
H -3.210583 0.994208 0.953447 0.0437 -0.0555 -0.0396 0.55
H -1.565922 -0.755908 1.132890 0.0720 0.0472 -0.0049 0.25
H -2.375723 -0.539459 2.641157 0.1153 0.0029 0.1186 0.60
H -0.120429 -1.022985 3.050018 0.0645 0.0157 -0.0192 0.34
H -0.441630 0.596978 3.635538 0.0895 0.0895 -0.0565 0.58
H 1.792553 2.176049 1.194270 -0.0484 -0.0501 -0.0696 0.54
H 0.068469 2.404579 1.563264 0.0254 -0.0656 -0.1124 0.42
H 0.487895 2.616479 3.907103 -0.0116 0.0443 -0.0517 0.11
H 1.939143 3.356315 3.278219 0.0004 -0.0115 -0.0984 0.53
H 1.774648 0.966219 4.872170 0.0050 -0.0019 -0.0118 0.32
H 3.223144 1.532221 4.074290 0.0136 -0.0576 -0.0523 0.33
H 1.942675 -0.849176 3.320132 0.0165 -0.0460 -0.1040 0.49
H 2.959298 0.131818 2.249024 -0.0690 -0.0539 -0.0903 0.45
H 0.735036 -1.275664 0.806553 -0.1259 0.0374 -0.0092 0.51
H 2.152439 -0.291945 0.515211 0.0168 -0.0216 0.1715 0.25
H 1.281405 0.554929 -1.287435 0.0592 0.0398 0.0903 0.55
H 0.080574 1.416701 -0.383389 0.0627 -0.0098 0.1436 0.40
H -0.362709 -1.487546 -1.237681 0.0289 -0.0073 -0.0756 0.36
H -0.666694 -0.141731 -2.326138 -0.0492 -0.0526 -0.1052 0.34
H -1.587084 -0.270293 -0.850504 -0.0118 -0.0381 -0.0623 0.16